[1]
C57H81BrIrN4O5 | the ωB97M-V functional and the def2-TZVPD basis

- 2S+1: 2
- Kohn-Sham gap (alpha / beta): 6.29 / 6.80 eV
- LUMO (alpha / beta): -1.12 / -0.75 eV

CARTESIAN COORDINATES (ANGSTROEM)
H (-1.04010, 5.40403, -2.74090)
H (-5.02182, 2.74372, -4.36195)
N (3.63270, -0.75596, -0.62632)
H (0.23827, 4.59375, -0.68188)
H (1.47154, -7.69699, 3.13438)
H (-4.95036, 1.05739, -3.82935)
C (-4.24993, -0.72630, -1.25952)
H (-2.40891, 3.60355, 3.02288)
N (-5.12097, 0.29518, 0.70593)
C (-0.57429, 5.33673, 4.13911)
H (1.04077, -0.51256, -3.40930)
C (1.31130, -6.74942, 2.61141)
C (-1.93512, 5.31999, -2.11842)
C (-3.26266, 0.24188, -5.96628)
H (-2.14455, 2.64819, -6.69012)
H (0.46148, -0.46264, 6.14516)
Ir (1.37524, 0.25157, -0.37287)
H (1.39848, -5.93347, 3.33354)
H (-1.92450, -3.03109, -2.90795)
C (-1.82856, 4.09854, -1.18690)
H (4.51351, -6.48879, 1.33626)
O (1.06586, -1.59818, -1.05247)
H (-0.86816, 0.44305, -5.02635)
C (2.60476, 2.32830, -2.46432)
C (-2.78250, 0.42467, 0.19877)
H (-3.41079, 3.23922, -3.08843)
H (-0.32489, -3.73417, -3.21481)
H (3.92437, 0.96763, 1.58833)
H (-1.04746, -5.82232, -1.83716)
N (3.07920, 1.97866, -0.01212)
H (-0.74345, 5.49616, 3.07116)
H (2.90302, -1.82464, -2.23597)
C (-0.01125, -1.06603, 5.36550)
H (3.16036, 3.56536, 1.35740)
H (3.89923, -7.57695, 2.58526)
H (3.45381, 3.75311, -1.12347)
H (-0.99609, 5.32675, 0.35988)
H (-2.02910, 6.23319, -1.52282)
H (-6.29848, -0.78548, -0.60188)
C (4.71664, 0.15375, -0.21785)
H (3.37234, -0.25337, -3.96228)
H (-1.24392, 6.00583, 4.68324)
H (-2.80049, -2.83703, -0.50896)
H (-1.86865, -5.54309, -0.28400)
H (-3.00542, 4.27285, 4.56468)
C (-0.05901, -1.74962, 2.97553)
H (3.86172, -5.83279, 2.85328)
H (0.41106, -1.69429, 1.99405)
C (1.58571, 2.32216, 2.06672)
C (1.38352, -2.78945, -0.47017)
H (2.89356, -7.61916, -0.34457)
C (2.05925, -5.25858, 0.76309)
H (1.45809, 0.83318, -4.46419)
C (0.87523, 3.26006, 2.79433)
H (-5.53555, 1.45751, -5.44921)
H (-0.59162, 3.61053, 0.54073)
O (0.40325, 2.04314, -0.99885)
C (1.46311, 0.94384, 2.40139)
C (0.04127, 1.54287, 4.23644)
C (0.47536, -3.87797, -0.51612)
C (-3.15037, 2.71685, -6.26679)
H (5.46828, -0.38089, 0.36699)
C (-4.80403, 1.72270, -4.68178)
C (4.22983, 1.32210, 0.61101)
H (-3.75886, 1.27091, 1.90816)
H (3.11240, 2.66715, -3.37548)
H (-2.59397, 2.55013, 4.42156)
H (0.27204, 3.91916, 6.39687)
H (-2.35191, 0.18454, -6.56761)
O (2.01804, 0.02592, 1.63765)
C (-0.87082, 3.88914, 4.53809)
H (-2.80359, 5.26198, -2.77774)
H (0.04682, -2.11345, 5.66840)
H (4.65336, -2.42750, 0.08837)
C (-0.15714, 1.25675, -3.18325)
C (-2.50824, 2.63891, -3.09779)
H (-0.07336, -2.79746, 3.29189)
H (-1.38264, 4.54100, 6.53289)
H (0.94390, 4.29915, 2.49159)
C (2.34071, -6.57741, 1.48318)
H (4.65244, -1.56432, -2.30646)
H (4.50888, 2.40872, -1.47823)
H (-3.25979, -0.58551, -5.25194)
H (3.90708, -4.28704, 1.22147)
C (3.69096, -1.10063, -2.04936)
C (-3.88376, 0.69848, 0.99497)
H (1.67214, 2.86306, -2.38512)
C (-0.93141, -3.75184, -1.12422)
C (1.16776, 0.57426, -3.43654)
H (-3.87733, 2.65452, -7.08368)
C (2.12535, -1.44748, 4.18463)
C (-0.71723, 4.41337, -0.17893)
H (0.45494, 5.61738, 4.38023)
H (-3.24955, 3.69621, -5.79098)
H (-1.08996, -1.39952, 2.87082)
H (-1.35282, -1.89345, -0.07010)
H (2.44847, -8.69011, 0.99748)
H (-0.46211, -2.12077, -2.49537)
N (2.30027, 0.88951, -2.53930)
H (-2.98155, 3.27455, 0.45329)
C (-2.31257, 3.55940, 4.10925)
C (-1.11490, 1.08466, -4.18385)
H (-1.10421, 2.80623, 6.42946)
H (4.34956, 0.74845, -2.92007)
Br (-4.57143, -1.83155, -2.76209)
H (3.65892, -1.57415, 1.26690)
C (-0.90432, -3.11471, -2.52245)
C (0.73397, 0.56155, 3.57212)
C (2.61808, -2.99232, 0.11902)
H (1.71834, 3.50301, 0.34163)
C (2.93710, -4.20351, 0.74127)
H (2.08222, -2.49044, 4.51037)
C (3.47381, 0.09975, -2.93370)
H (1.19578, -7.82550, 0.10128)
C (3.68098, -1.94179, 0.23760)
H (5.05479, 2.03098, 0.74790)
C (3.47367, 2.66955, -1.25889)
H (0.29142, -6.74335, 2.22146)
H (-3.95093, 3.55123, -1.00255)
H (-3.44505, 4.92217, -0.00039)
C (-3.38349, 1.59009, -5.24637)
C (-1.76370, -2.89543, -0.15978)
O (-0.48972, -0.00622, 0.24632)
H (-1.76731, -3.35160, 0.83543)
C (-1.57808, 2.86005, -2.08875)
C (0.05837, 2.89859, 3.84886)
H (0.13317, -5.87884, 0.10009)
H (-1.06882, -0.79789, 5.30473)
C (-5.29590, -0.42548, -0.40184)
C (-1.41191, 0.81456, 0.66732)
H (2.67492, -0.87261, 4.93565)
C (2.20979, -7.74683, 0.49820)
H (5.22573, 0.51494, -1.10993)
H (2.67365, -1.41008, 3.24415)
C (-3.13637, 3.94681, -0.39150)
H (-4.11181, 0.10631, -6.64069)
C (-0.75929, 3.77503, 6.06547)
C (0.84092, -5.06288, 0.10638)
C (-1.63867, -5.10588, -1.25829)
C (-2.97397, -0.28305, -0.97864)
C (-0.42899, 2.03392, -2.05852)
H (-2.58783, -4.95061, -1.77587)
C (2.40580, 2.89211, 0.92732)
C (3.73853, -6.61304, 2.09764)
H (-0.57481, 1.26290, 5.07822)
H (-2.13892, -0.49726, -1.63588)
O (-1.28399, 1.76187, 1.41564)
C (-2.33672, 1.72840, -4.13752)
C (0.69561, -0.90259, 4.01830)

---

[2]
C57H92As2BN12Tl | the ωB97M-V functional and the def2-TZVPD basis

- Kohn-Sham gap (alpha / beta): 4.70 / 5.54 eV
- Charge: +2
- LUMO (alpha / beta): -7.11 / -6.51 eV
- Relative energy (zero: lowest compared OMol25 entry of this formula, charge and spin): 17.2 kJ/mol

CARTESIAN COORDINATES (ANGSTROEM)
H (-4.41072, -6.47562, -2.35374)
C (4.13172, -0.77938, 0.39877)
H (-6.06400, 1.31222, -1.62392)
N (-4.17240, -2.73616, -0.78709)
C (1.42069, -1.93788, 4.41874)
C (2.94457, -1.92853, 4.58780)
H (0.32535, -4.00555, 0.64852)
C (4.76309, 1.39568, 1.66975)
H (-0.33217, -5.29719, -0.37112)
H (-1.60315, 4.53284, 5.10110)
H (-7.91486, -4.65697, -2.09182)
H (3.40999, -1.40699, 3.74714)
C (1.65169, 2.01646, -4.29663)
H (1.36738, 7.91474, 1.65498)
C (0.07494, 1.49526, 4.67515)
C (-4.15279, 0.47327, 1.06358)
H (-0.70016, 4.00861, 3.68438)
C (2.28242, 2.95980, -3.50430)
H (-2.59905, -5.06624, -2.68698)
N (-6.37323, -3.46888, -1.23377)
Tl (0.27231, 0.04836, 0.80499)
H (-6.20668, -2.90900, 0.78309)
H (-5.56900, -1.01785, -2.21477)
H (3.14083, 4.94713, -3.41180)
H (0.50382, 7.08991, 0.35405)
H (5.42751, 3.43249, 5.23954)
H (3.57406, -1.45419, 1.06066)
H (-7.36305, -1.94095, -0.14663)
C (-2.42389, -0.92799, 2.74815)
H (-1.33914, 2.18431, 6.02314)
C (-1.53963, 3.86449, -2.33558)
H (1.43447, -2.32872, 2.29666)
H (2.51895, 5.57322, 3.14050)
C (-2.39697, -3.97789, 1.78067)
C (-1.31369, 3.66423, 4.50621)
N (0.48349, 3.40598, 1.68576)
H (-2.22534, 3.23945, 4.07643)
H (3.44311, -0.69327, -4.27933)
C (-0.79971, 4.76502, 0.52525)
H (-1.14593, -0.59222, -3.70625)
C (1.17026, 6.94069, 1.20398)
C (3.61418, -1.01768, -1.01236)
N (-2.46804, -2.79638, 1.27110)
H (3.33718, -2.94691, 4.63294)
N (-1.50597, -4.85515, 1.28506)
H (2.13972, -1.88158, -4.43224)
C (-2.81704, 0.34167, 3.09235)
H (0.88946, 1.59257, -6.26748)
H (2.30240, -0.58469, -5.63817)
C (-5.17747, -0.60037, -1.29414)
H (5.83055, 1.26937, 1.77147)
C (-5.16778, -5.70748, -2.52914)
C (1.72905, 3.55568, -6.15252)
C (2.40771, -0.83666, -4.58362)
C (0.90609, -0.52833, 4.30067)
C (4.71204, 2.39847, -1.90141)
H (1.25049, 3.77788, 5.76427)
N (-4.55818, -4.39687, -2.34051)
H (4.51458, 1.94475, 4.93789)
H (5.19048, 2.07848, -0.97977)
N (2.62082, 1.09085, 1.09285)
H (5.04536, 3.40263, -2.16624)
C (4.46772, 3.37807, 3.29648)
C (0.17469, 0.23246, 5.22392)
N (0.70724, 1.47309, 3.46242)
H (-2.07020, -4.27721, 4.39762)
C (-4.96712, 1.24467, 0.22236)
C (-3.10806, -4.09749, 4.11261)
H (-3.96830, 2.06395, 2.50427)
N (2.69959, 2.14220, 1.95430)
H (6.25275, 3.86667, 2.15047)
H (-1.07541, -3.67558, -0.38704)
C (0.42632, 3.33116, 6.32572)
H (-4.81024, -4.58762, 1.24167)
H (-2.44111, 1.35535, -2.26857)
H (1.66577, 6.95729, 3.81192)
As (1.22561, 0.28943, -3.51112)
H (-5.55642, -5.84074, -3.54061)
H (-0.23277, -0.08696, 6.17311)
C (-1.86440, 3.05490, -1.07461)
C (-0.58464, 2.65304, 5.38716)
H (-1.32390, 5.64451, 0.18085)
H (1.17015, 5.33208, 4.26558)
H (3.08661, 4.94564, -1.26056)
H (3.61171, 3.91905, 3.68522)
H (4.88407, 4.94431, 1.83041)
H (-5.97330, -5.85944, -1.81714)
As (2.78595, 2.51278, -1.66853)
C (-4.70956, -4.31036, 2.29135)
H (4.14515, -0.38838, -1.73279)
H (-0.30107, -6.35579, 2.11272)
H (-3.35745, -3.04887, 4.30448)
C (-4.39816, -1.44922, -0.45505)
H (2.12057, 6.54544, 0.82966)
H (1.78322, 3.45495, 3.52111)
H (-0.30139, -0.74669, -5.26132)
H (0.85205, 2.60507, 7.01886)
C (5.16431, 2.69400, 4.48005)
H (-0.93701, 0.83010, -4.73180)
H (-5.20422, 2.26265, 0.50715)
H (6.21740, -0.50299, -0.14580)
C (2.61449, 4.15556, -0.67626)
H (6.08294, 2.19753, 4.15844)
C (2.64756, 4.20225, -4.02338)
H (0.97715, -2.36905, 5.31805)
H (4.95011, 1.71017, -2.70959)
H (5.79126, 5.08939, 3.33866)
H (-2.43074, 0.78783, 4.00082)
H (-2.22374, 0.96473, -0.56069)
H (-5.35190, -4.95881, 2.88682)
B (1.42446, 2.68684, 2.69247)
C (-5.45257, 0.70777, -0.96361)
C (-1.33126, -6.21830, 1.78079)
H (1.50895, 3.78791, -7.18666)
H (-2.00514, -6.40316, 2.60760)
H (-0.06024, 4.11644, 6.90845)
C (-0.47356, -0.09829, -4.40235)
H (-2.88116, 3.31598, -0.76373)
C (-7.34672, -3.74608, -2.28928)
H (-0.05925, -2.84956, 3.09497)
H (-0.81269, 1.24499, -1.58874)
C (1.53595, 5.93879, 3.44113)
C (0.12908, 4.71195, 1.54727)
H (2.55032, -0.80856, -1.09169)
C (-3.66420, 1.05445, 2.25307)
H (-2.79769, -3.31057, -2.57650)
C (-5.02863, -3.48402, -1.45212)
C (3.87097, 0.59916, 0.95543)
H (-0.35289, 6.43759, 2.61416)
H (-2.25299, 3.63622, -3.13225)
H (-1.71849, -1.45835, 3.37413)
H (-1.57513, 4.93851, -2.14917)
H (3.14138, 4.03134, 0.26779)
H (5.76391, -2.17703, 0.18599)
H (1.42692, -3.79652, 3.28946)
C (5.60987, -1.14416, 0.50196)
H (-3.74332, -4.71388, 4.74769)
C (-3.24865, -4.22563, -2.94479)
H (2.64316, 5.46175, -5.75116)
N (1.23153, 0.21099, 3.25866)
H (-7.76207, -3.60343, 0.31163)
H (-6.85370, -3.83282, -3.25218)
C (-3.82395, -0.87706, 0.72240)
H (3.77932, -2.05842, -1.30179)
N (-0.13953, 2.64357, 0.73262)
C (-6.95310, -2.94365, -0.00424)
C (-0.59209, -4.42874, 0.23325)
C (3.98654, 2.35070, 2.31300)
H (-1.53795, -6.93715, 0.98549)
H (5.98009, -1.04780, 1.52360)
C (0.57709, 5.98753, 2.25573)
C (-0.94964, 3.45927, 0.05524)
H (1.56909, 4.39399, -0.48765)
C (1.37710, 2.31999, -5.62965)
H (-3.33442, -4.18244, -4.03286)
N (-3.32592, -4.49377, 2.72190)
C (-1.83575, 1.56639, -1.38415)
H (-0.53740, 3.61832, -2.69914)
C (2.36567, 4.49565, -5.34899)
H (-5.05254, -3.27266, 2.41813)
C (1.02738, -2.78320, 3.20559)
C (-2.93071, -1.59564, 1.58638)
H (-8.05121, -2.91346, -2.33963)
C (5.40250, 4.37764, 2.60884)
H (3.23169, -1.41175, 5.50435)